Entry 1:
C5H7FO | ωB97M-V/def2-TZVPD

CARTESIAN COORDINATES (ANGSTROEM)
C (-0.77, 1.95, 1.76)
C (-0.26, 0.80, 1.31)
O (-0.73, 0.23, 0.15)
C (0.15, -0.48, -0.64)
C (-0.53, -1.51, -1.46)
C (1.48, -0.24, -0.61)
F (2.27, -1.01, -1.38)
H (-1.55, 2.48, 1.28)
H (-0.38, 2.43, 2.72)
H (0.49, 0.17, 1.86)
H (0.20, -2.07, -2.13)
H (-1.39, -1.09, -2.06)
H (-1.02, -2.20, -0.75)
H (2.03, 0.55, -0.04)

SMILES: C=CO/C(C)=C/F
ΔE to the lowest compared entry with this formula, charge and spin (kcal/mol): 30.39
DFT total energy (Eh): -369.75058
Multiplicity: 1
HOMO level (hartree): -0.32058
Net charge: 0


Entry 2:
C5H7FOS | ωB97M-V/def2-TZVPD

CARTESIAN COORDINATES (ANGSTROEM)
C (-1.67, 1.44, -0.75)
C (-1.26, 0.10, -0.80)
F (-2.27, -0.73, -1.17)
C (0.01, -0.63, -0.27)
S (1.29, -1.48, -1.40)
C (0.30, -1.05, 1.16)
C (0.79, 0.38, 0.74)
O (2.12, 0.54, 0.54)
H (-2.74, 1.65, -0.84)
H (-1.09, 2.19, -0.04)
H (1.29, -0.30, -2.20)
H (1.14, -1.72, 1.49)
H (-0.40, -1.18, 2.23)
H (0.13, 1.14, 1.30)
H (2.34, -0.33, 0.01)

SMILES: C=C(F)[C@]1(S)C[C@H]1O
ΔE to the lowest compared entry with this formula, charge and spin (kcal/mol): 90.27
DFT total energy (Eh): -767.84634
Multiplicity: 1
HOMO level (hartree): -0.33056
Net charge: 0


Entry 3:
C5H7FSi | ωB97M-V/def2-TZVPD

CARTESIAN COORDINATES (ANGSTROEM)
C (1.02, 3.39, -0.34)
C (1.59, 2.57, 0.35)
C (-4.64, -0.44, 0.15)
C (-4.24, -0.76, -0.94)
C (1.67, -1.82, 0.31)
F (3.95, -0.47, 0.38)
Si (3.01, -1.12, -0.82)
H (0.52, 3.79, -1.19)
H (-4.71, -0.30, 1.18)
H (2.06, 2.15, 1.20)
H (-4.15, -0.95, -1.96)
H (1.55, -3.00, 0.33)
H (1.72, -1.44, 1.42)
H (0.64, -1.61, -0.08)

ΔE to the lowest compared entry with this formula, charge and spin (kcal/mol): 98.58
DFT total energy (Eh): -583.90064
Multiplicity: 1
HOMO level (hartree): -0.32943
Net charge: 0


Entry 4:
C5H7HgLiO3 | ωB97M-V/def2-TZVPD

CARTESIAN COORDINATES (ANGSTROEM)
C (2.73, -1.32, -2.25)
C (3.43, -0.33, -2.09)
H (2.24, -2.28, -2.13)
H (4.31, 0.28, -2.24)
H (1.64, 0.83, -0.71)
O (0.27, -1.06, -1.12)
Li (0.22, 2.49, 0.93)
O (0.69, 0.95, -0.24)
C (-0.04, -0.13, -0.39)
O (-0.97, -0.31, 0.52)
C (-1.81, 0.73, 0.91)
C (-2.40, 0.55, 2.25)
H (-2.32, 1.22, 0.08)
H (-3.04, -0.36, 2.26)
H (-3.02, 1.42, 2.49)
H (-1.63, 0.42, 3.01)
Hg (-0.32, -3.13, -1.29)

DFT total energy (Eh): -580.61966
Multiplicity: 3
HOMO level (spin up / spin down) (hartree): -0.60603 / -0.62945
Net charge: +2


Entry 5:
C5H7I | ωB97M-V/def2-TZVPD

CARTESIAN COORDINATES (ANGSTROEM)
C (-0.36, -1.49, -0.40)
C (-0.92, -0.29, 0.35)
C (0.04, 0.88, 0.36)
I (-0.83, 2.52, 1.57)
C (0.91, 1.27, -0.76)
C (1.51, 0.80, 0.30)
H (0.53, -1.88, 0.09)
H (-0.10, -1.23, -1.42)
H (-1.11, -2.28, -0.43)
H (-1.85, 0.03, -0.12)
H (-1.15, -0.58, 1.38)
H (0.95, 1.69, -1.74)
H (2.41, 0.55, 0.82)

SMILES: CCC1(I)C=C1
ΔE to the lowest compared entry with this formula, charge and spin (kcal/mol): 17.14
DFT total energy (Eh): -492.32107
Multiplicity: 1
HOMO level (hartree): -0.33201
Net charge: 0


Entry 6:
C5H7I | ωB97M-V/def2-TZVPD

CARTESIAN COORDINATES (ANGSTROEM)
C (-1.08, -0.23, -0.98)
C (1.15, 0.75, 0.26)
C (-0.37, 0.57, 0.19)
C (-1.26, -0.67, 0.48)
C (2.28, 0.03, -0.06)
I (2.23, -2.04, -0.30)
H (-1.94, 0.19, -1.58)
H (-0.37, -0.77, -1.60)
H (1.32, 1.89, 0.06)
H (1.61, 0.87, 1.26)
H (-0.90, 1.48, 0.43)
H (-2.01, -0.53, 1.20)
H (-0.67, -1.54, 0.65)

ΔE to the lowest compared entry with this formula, charge and spin (kcal/mol): 81.97
DFT total energy (Eh): -492.21776
Multiplicity: 1
HOMO level (hartree): -0.29818
Net charge: 0


Entry 7:
C5H7IN2 | ωB97M-V/def2-TZVPD

CARTESIAN COORDINATES (ANGSTROEM)
C (-1.84, -2.61, 0.47)
C (-2.08, -0.23, 0.93)
C (0.19, -0.26, 0.27)
C (1.65, 0.71, -1.45)
C (1.40, 0.44, 0.05)
N (-2.07, -1.47, 0.68)
N (-0.84, 0.39, 0.71)
I (1.29, 2.61, 0.97)
H (-2.00, -3.34, -0.20)
H (-2.74, 0.29, 1.54)
H (2.00, -0.28, -1.91)
H (2.54, 1.38, -1.70)
H (0.70, 0.97, -1.94)
H (2.35, 0.04, 0.47)
H (-0.55, 1.36, 1.11)

ΔE to the lowest compared entry with this formula, charge and spin (kcal/mol): 114.24
DFT total energy (Eh): -601.73791
Multiplicity: 1
HOMO level (hartree): -0.29051
Net charge: 0


Entry 8:
C5H7IO4 | ωB97M-V/def2-TZVPD

CARTESIAN COORDINATES (ANGSTROEM)
C (1.13, -0.21, 0.10)
C (0.04, 0.43, -0.30)
C (2.91, 1.04, 0.31)
C (-2.20, -0.36, 0.74)
C (-1.38, 0.00, -0.46)
O (2.95, 2.19, 0.63)
O (1.38, -1.42, 0.54)
O (0.20, 1.80, -0.68)
O (-1.39, -1.05, -1.43)
I (4.51, -0.30, -0.03)
H (-1.73, -0.95, 1.51)
H (-2.57, 0.51, 1.25)
H (-3.10, -0.91, 0.41)
H (-1.91, 0.96, -0.82)
H (1.70, -1.90, -0.23)
H (1.16, 2.04, -0.53)
H (-1.71, -1.88, -1.01)

ΔE to the lowest compared entry with this formula, charge and spin (kcal/mol): 70.44
DFT total energy (Eh): -793.24592
Multiplicity: 1
HOMO level (hartree): -0.32680
Net charge: 0


Entry 9:
C5H7N | ωB97M-V/def2-TZVPD

CARTESIAN COORDINATES (ANGSTROEM)
C (-1.31, -0.35, 1.17)
C (0.73, -0.27, -1.71)
C (1.46, -1.00, -2.33)
H (-1.85, -1.07, 0.54)
H (-1.97, 0.46, 1.50)
H (-1.03, -0.97, 2.02)
H (2.11, -1.69, -2.79)
N (-0.08, 0.50, -0.93)
C (0.22, 0.47, 0.80)
C (1.21, 0.97, 1.33)
H (-0.07, 1.49, -1.20)
H (-1.08, 0.06, -0.58)
H (1.66, 1.41, 2.19)

ΔE to the lowest compared entry with this formula, charge and spin (kcal/mol): 183.69
DFT total energy (Eh): -249.18051
Multiplicity: 1
HOMO level (hartree): -0.26095
Net charge: 0